{
  "formula": "C23H25N6O2PdS2",
  "method": "the ωB97M-V functional and the def2-TZVPD basis",
  "e_above_lowest_ev": 1.4219,
  "lumo_energy_ev": -4.0,
  "energy_ev": -62437.426,
  "orbital_gap_ev": 6.468,
  "homo_ev": -10.44,
  "total_charge": 1,
  "elements": ["C", "S", "C", "C", "H", "C", "H", "H", "S", "C", "C", "C", "H", "C", "C", "H", "H", "H", "N", "C", "H", "C", "H", "H", "H", "H", "N", "H", "C", "C", "H", "C", "N", "N", "C", "H", "H", "H", "C", "C", "C", "H", "O", "N", "Pd", "H", "C", "C", "H", "C", "C", "H", "C", "H", "H", "H", "H", "N", "O"],
  "positions_angstrom": [[0.2954, 0.8599, 3.5666], [-0.4270, 3.9788, -1.2797], [-1.1918, -3.8965, 2.7543], [0.1387, 0.7970, 2.1470], [4.1241, -2.3085, 0.6555], [-0.6484, -2.5614, 4.6646], [0.8913, 0.7825, -5.0292], [2.3842, 3.1731, -2.8097], [3.4228, 2.0548, -0.0211], [-0.3673, -1.4699, 3.8191], [0.3794, 0.1886, -4.2852], [3.1870, -1.8105, 0.8988], [3.4089, 0.9873, 2.6584], [1.8681, 2.4297, -3.4018], [-1.0652, -3.7573, 4.1456], [-0.4860, -1.1179, -5.7382], [-1.6516, -2.5203, -4.0563], [2.3715, -2.5230, 0.7967], [-0.3115, -0.7022, 0.2346], [0.4901, 0.4886, -2.9393], [-2.4348, 3.4149, -3.3041], [-0.9546, -1.3553, -2.3991], [2.3091, -1.3732, 2.8639], [-1.0040, -2.9711, 0.8410], [-2.0789, 2.5155, 0.5844], [-4.7592, 2.5881, -2.5141], [2.9788, -0.6437, 0.0306], [2.5752, 1.9068, -4.0416], [-0.3994, -0.8906, -4.6834], [-1.8765, 3.1134, -1.3500], [0.1653, -0.1226, 5.4297], [0.0487, -0.2114, 4.3537], [-0.1170, 0.1601, -0.6316], [-2.4180, 2.3911, -0.3533], [3.1951, 0.5151, 0.6820], [-1.4742, -1.9283, -1.6418], [3.1809, -0.6819, -0.9542], [-3.8777, 0.8597, -0.4121], [-0.5005, -1.6024, 2.4247], [-0.9098, -2.8484, 1.9109], [-0.2307, -0.4524, 1.5658], [-0.5364, -2.4355, 5.7367], [0.3042, 1.9071, 1.5089], [-2.6909, 3.0345, -2.4104], [0.9611, 1.8715, -0.3529], [1.0854, 2.9067, -3.9864], [-0.1927, -0.2693, -1.9919], [3.2207, -1.1714, 2.3006], [0.5877, 1.8164, 3.9829], [-3.8247, 2.1328, -2.1968], [-1.0561, -1.6724, -3.7435], [-4.5227, 2.4867, -0.1454], [-3.7641, 1.9093, -0.6743], [-1.2968, -4.5884, 4.7991], [4.0752, -1.5021, 2.8850], [-1.5213, -4.8413, 2.3399], [-3.6837, 1.2012, -2.7468], [3.3343, 0.2520, 1.9763], [1.2902, 1.5057, -2.4631]],
  "mulliken_charge": [-0.67, -0.36, -0.78, 1.01, 0.40, -1.01, 0.52, 0.27, -0.39, 0.93, -0.70, -0.59, 0.27, -1.16, -0.60, 0.44, 0.43, 0.29, -0.37, 0.76, 0.23, -0.69, -0.14, 0.40, 0.18, 0.34, 0.07, 0.35, -0.79, 0.12, 0.40, -0.91, 2.09, -0.01, 0.00, 0.45, 0.29, 0.26, 0.60, -0.44, -0.49, 0.43, -0.92, -0.15, -0.26, 0.42, -0.35, -0.06, 0.55, -0.47, -0.78, 0.38, -0.51, 0.41, 0.42, 0.44, 0.27, -0.01, 0.20]
}